Here is a molecular structure, C38H41BF3NNbO9S at a distorted geometry from OMol25. Energies are from ωB97M-V/def2-TZVPD.

```
! RIJCOSX wB97M-V def2-TZVPD def2/J DEFGRID3
* xyz -1 1
N -1.145 -1.014 0.768
C -2.648 -1.055 0.963
C -3.384 0.009 -0.081
C -4.817 -0.700 -0.568
C -5.673 0.484 -1.311
Nb -7.871 0.612 -0.731
C -7.425 1.276 1.418
C -6.510 2.634 1.534
C -7.242 3.990 0.911
S -9.018 4.208 1.550
O -9.288 5.751 1.528
O -9.164 3.745 3.046
O -10.195 3.494 0.538
C -8.004 -1.571 -0.091
C -9.581 -1.969 0.170
C -9.757 -3.406 0.942
F -9.081 -4.516 0.226
F -11.220 -3.735 1.004
F -9.298 -3.226 2.351
B -8.362 -0.116 -2.888
O -8.526 0.782 -4.047
O -8.503 -1.590 -3.164
H -0.913 -1.379 -0.189
H -0.813 -0.030 0.874
H -3.030 -2.156 0.844
H -2.866 -0.719 2.070
H -2.703 0.332 -0.978
H -3.721 0.926 0.598
H -5.297 -1.127 0.410
H -4.533 -1.517 -1.369
H -5.589 0.382 -2.495
H -5.164 1.528 -1.046
H -9.658 0.779 -0.410
H -7.864 2.330 -1.340
H -6.818 0.391 1.935
H -8.474 1.401 1.971
H -5.404 2.500 1.114
H -6.366 2.863 2.695
H -7.149 4.081 -0.253
H -6.632 4.905 1.373
H -9.811 3.582 -0.390
H -7.453 -2.254 -0.870
H -7.396 -1.694 0.929
H -10.060 -1.145 0.867
H -10.174 -1.909 -0.864
H -8.947 1.621 -3.677
H -9.492 -1.817 -3.198
C 6.752 1.521 2.588
C 6.249 0.924 1.432
C 5.028 0.250 1.468
C 4.311 0.162 2.668
C 4.825 0.737 3.829
C 6.043 1.428 3.787
C 4.102 0.608 5.111
O 4.551 1.116 6.131
C 2.835 -0.150 5.147
C 2.169 -0.330 6.366
C 0.963 -1.033 6.408
C 0.416 -1.550 5.233
C 1.081 -1.378 4.018
C 2.298 -0.684 3.977
C 3.011 -0.538 2.693
O 2.533 -0.996 1.661
H 7.699 2.054 2.558
H 6.808 0.985 0.501
H 4.639 -0.209 0.561
H 6.444 1.892 4.687
H 2.587 0.074 7.287
H 0.450 -1.176 7.356
H -0.526 -2.092 5.264
H 0.650 -1.788 3.106
C 9.630 2.592 -5.896
C 8.658 2.783 -4.914
C 8.434 1.797 -3.952
C 9.177 0.611 -3.978
C 10.132 0.409 -4.974
C 10.367 1.408 -5.929
C 10.886 -0.859 -5.041
O 11.727 -1.035 -5.914
C 10.605 -1.914 -4.048
C 11.272 -3.144 -4.134
C 11.022 -4.143 -3.191
C 10.116 -3.914 -2.155
C 9.447 -2.693 -2.070
C 9.685 -1.694 -3.024
C 8.946 -0.419 -2.946
O 8.146 -0.219 -2.039
H 9.811 3.364 -6.640
H 8.075 3.701 -4.896
H 7.677 1.956 -3.185
H 11.120 1.263 -6.701
H 11.983 -3.329 -4.938
H 11.537 -5.099 -3.263
H 9.927 -4.690 -1.416
H 8.738 -2.523 -1.262
*
```

Output
LUMO ... -0.40 eV
Orbital gap ... 4.45 eV